Record 1
Here is C24H20O16V as an isolated structure at a distorted geometry from the Open Molecules 2025 dataset. Energies are from the ωB97M-V functional and the def2-TZVPD basis.

```
61
C24H20O16V, DFT the ωB97M-V functional and the def2-TZVPD basis
O -0.2377 0.8719 -0.9051
V -0.7233 -0.6485 -0.8465
C -0.8805 -4.9546 -1.2571
C -0.7560 -3.5889 -1.3298
C -0.0196 -3.0003 -2.5348
O 0.0853 -1.7432 -2.5352
C 0.4005 -3.8059 -3.5827
C 0.2730 -5.2075 -3.5056
C -0.3467 -5.8269 -2.2479
O -0.3149 -7.0536 -2.0968
O 0.6398 -5.9641 -4.4244
O -1.3562 -2.7440 -0.6015
H -1.3233 -5.3705 -0.3587
H 0.7930 -3.2441 -4.4202
C -4.9027 0.6585 -0.7740
C -5.9023 1.0041 -1.7240
C -5.6275 0.7140 -3.2136
O -6.5847 0.7253 -4.0125
C -4.3244 0.3124 -3.5811
C -3.3025 0.1798 -2.6331
C -3.6631 0.1892 -1.1532
O -2.7662 -0.1549 -0.3264
O -2.0888 0.0321 -2.8847
O -6.9723 1.5390 -1.4068
H -5.0550 0.9353 0.2631
H -4.0965 0.0372 -4.6031
C 0.5331 -1.0085 3.2142
C 0.3488 -1.0612 1.8473
C 1.5020 -1.4704 0.9436
O 1.2886 -1.3317 -0.2920
C 2.7042 -1.8438 1.5250
C 2.8563 -1.9878 2.9281
C 1.7280 -1.4489 3.8361
O 1.9044 -1.3818 5.0532
O 3.7993 -2.5736 3.4553
O -0.7035 -0.7136 1.2381
H -0.3352 -0.6553 3.7620
H 3.4818 -2.1952 0.8561
C -2.1222 3.4925 0.7320
O -1.1044 3.6789 1.6968
C -0.6842 2.4298 2.2308
C 0.7581 2.4139 2.6092
O 1.5752 2.2325 1.4929
C 2.9461 2.0572 1.7493
C 3.6831 2.7409 0.6065
O 5.0482 2.3724 0.6720
C 5.8819 3.2106 -0.0478
H -2.3903 4.4721 0.3368
H -2.9981 2.9939 1.1710
H -1.8168 2.8363 -0.0912
H -0.9557 1.6106 1.5631
H -1.2901 2.2271 3.1326
H 0.9162 1.6066 3.3410
H 0.9901 3.3170 3.2135
H 3.1698 0.9858 1.7010
H 3.2321 2.5242 2.6994
H 3.5155 3.8271 0.6346
H 3.2290 2.3844 -0.3266
H 5.7107 4.2756 0.1867
H 5.7247 3.1159 -1.1368
H 6.9262 2.9747 0.1618
```

total energy: -83655.866 eV
2S+1: 2
total charge: -4
<S²>: 0.769
molar mass: 615.35 g/mol

Taken from the natural (NBO) analysis, the atomic charges in e are:
1 O -0.583
2 V 1.524
3 C -0.491
4 C 0.412
5 C 0.429
6 O -0.652
7 C -0.516
8 C 0.415
9 C 0.425
10 O -0.667
11 O -0.688
12 O -0.689
13 H 0.189
14 H 0.195
15 C -0.522
16 C 0.434
17 C 0.406
18 O -0.709
19 C -0.551
20 C 0.426
21 C 0.423
22 O -0.667
23 O -0.646
24 O -0.682
25 H 0.188
26 H 0.192
27 C -0.508
28 C 0.419
29 C 0.421
30 O -0.641
31 C -0.532
32 C 0.426
33 C 0.422
34 O -0.669
35 O -0.664
36 O -0.645
37 H 0.192
38 H 0.199
39 C -0.257
40 O -0.570
41 C -0.093
42 C -0.079
43 O -0.528
44 C -0.075
45 C -0.081
46 O -0.534
47 C -0.228
48 H 0.156
49 H 0.165
50 H 0.220
51 H 0.247
52 H 0.147
53 H 0.195
54 H 0.131
55 H 0.217
56 H 0.147
57 H 0.144
58 H 0.196
59 H 0.142
60 H 0.155
61 H 0.168

Record 2
Here is a 2-piece molecular cluster, C3H6N2O5 overall at a distorted geometry from the Open Molecules 2025 dataset. Energies are from the ωB97M-V functional and the def2-TZVPD basis.

```
16
C3H6N2O5, DFT the ωB97M-V functional and the def2-TZVPD basis
N 0.8493 -0.1285 0.8371
C 1.0883 0.2438 -1.3300
O 1.8950 0.3558 1.6702
O 2.0606 -0.1772 -1.9181
H 1.3870 0.8782 2.3295
H 1.0027 -1.1272 0.6966
H 0.8204 1.3096 -1.2981
C -0.4485 -0.5843 -1.5735
C -0.4771 0.0348 1.4024
N -1.2065 1.0849 0.8949
O -0.2792 -1.8783 -1.8603
O -1.5033 0.0037 -1.6657
O -0.6780 -0.3162 2.5543
H -1.1478 -2.2502 -2.1068
H -1.3790 1.1690 -0.1025
H -1.9839 1.3823 1.4700
```

energy above the lowest of the compared OMol25 structures with the same formula, charge and spin: 0.4 kcal/mol
structure (SMILES): O=CC(=O)O.NC(=O)NO
molar mass: 150.09 g/mol

Taken from the natural (NBO) analysis, the atomic charges in e are:
1 N -0.364
2 C 0.353
3 O -0.512
4 O -0.538
5 H 0.476
6 H 0.382
7 H 0.146
8 C 0.691
9 C 0.725
10 N -0.817
11 O -0.666
12 O -0.632
13 O -0.569
14 H 0.496
15 H 0.425
16 H 0.405